--- w ---
One molecule with the formula C3H6O2S2, computed with wB97M-V/def2-TZVPD.

Summary:
Gap between HOMO and LUMO: 9.67 eV
HOMO energy: -0.334 Eh
SMILES: O[C@H](S)[C@]1(O)CS1

The geometry in ORCA input format:
```
! RIJCOSX wB97M-V def2-TZVPD def2/J DEFGRID3
* xyz 0 1
S 1.84052 1.07870 0.62688
S -1.98410 1.27804 0.23006
O -1.19000 -1.29599 0.02299
O 0.15551 0.83696 -1.53629
C 0.49278 0.29831 -0.33495
C -0.74029 -0.06175 0.47070
C 1.69994 -0.54433 -0.16238
H -2.63040 1.04705 1.37623
H -2.08165 -1.46525 0.35197
H 2.34322 -0.69743 -1.01945
H 0.93782 0.99084 -2.08112
H -0.49000 -0.08060 1.53995
H 1.64665 -1.38455 0.51541
*
```

Atom charges from the Mulliken analysis, given in e for atoms 1 to 5: -0.14 -0.19 -0.47 -0.58 0.56

=====

--- x ---
One molecule with the formula C3H6O2S2, computed with wB97M-V/def2-TZVPD.

Summary:
Gap between HOMO and LUMO: 9.36 eV
HOMO energy: -0.333 Eh
SMILES: O=C(O)CCSS

The geometry in ORCA input format:
```
! RIJCOSX wB97M-V def2-TZVPD def2/J DEFGRID3
* xyz 0 1
S 1.81771 -0.85372 2.25475
S 1.75855 -0.40787 0.21794
O -2.32116 1.75620 -0.78433
O -2.58817 0.07227 -2.28127
C -0.02191 0.20899 0.23038
C -1.99606 0.72077 -1.32790
C -0.68502 -0.17518 -1.06593
H 0.24956 1.31574 0.19915
H -0.45720 -0.12811 1.17282
H -2.83566 0.53823 -3.09151
H -1.03020 -1.17126 -1.20930
H -0.05031 0.21756 -1.88428
H 2.39615 0.25802 2.75572
*
```

Atom charges from the Mulliken analysis, given in e for atoms 1 to 5: -0.24 -0.07 -0.53 -0.43 -0.56

=====

--- y ---
One molecule with the formula C3H6O2S2, computed with wB97M-V/def2-TZVPD.

Summary:
Gap between HOMO and LUMO: 9.56 eV
HOMO energy: -0.331 Eh
SMILES: OC[C@@]1(S)O[C@H]1S

The geometry in ORCA input format:
```
! RIJCOSX wB97M-V def2-TZVPD def2/J DEFGRID3
* xyz 0 1
S 1.76194 -1.16603 -0.49755
S -2.59398 0.02172 -0.33600
O 0.92794 1.81518 -0.41582
O -0.56104 -1.26824 0.92430
C -1.19301 -1.04724 -0.30527
C 0.39496 1.04355 0.61561
C 0.32731 -0.41596 0.25980
H -1.12216 -1.84212 -1.03505
H -2.32847 0.56340 -1.52946
H -0.61601 1.41525 0.80367
H 1.80588 1.47916 -0.64260
H 0.97569 1.14798 1.54661
H 2.22095 -1.74665 0.61174
*
```

Atom charges from the Mulliken analysis, given in e for atoms 1 to 5: -0.27 -0.27 -0.48 -0.38 -0.15

=====

Quick one: least stable of them? y

=====

--- w ---
A 2-piece molecular cluster, C6H10Cl2 overall, computed with wB97M-V/def2-TZVPD.

Summary:
Gap between HOMO and LUMO: 9.96 eV
HOMO energy: -0.340 Eh

The geometry in ORCA input format:
```
! RIJCOSX wB97M-V def2-TZVPD def2/J DEFGRID3
* xyz 0 1
Cl -0.74752 -2.01250 -1.29718
Cl -3.12612 0.82733 1.11713
C -2.70166 0.17317 -0.41049
C -0.65902 -0.55610 -0.39234
C -0.31323 -0.68864 1.10432
C 0.63074 0.46290 1.44598
C 0.33817 -2.05687 1.43745
C -3.44748 0.05682 -1.46800
H -0.11067 -2.90841 0.88915
H -1.22956 -0.38986 1.54484
H -4.48305 0.30305 -1.27966
H 0.29465 -2.14087 2.50946
H 1.51856 0.22884 0.89825
H 0.85791 0.44017 2.53598
H 0.41225 1.42242 1.26298
H -3.15892 -0.64007 -2.28010
H 1.38774 -1.97550 1.14482
H -0.07171 0.19942 -0.89911
*
```

Atom charges from the Mulliken analysis, given in e for atoms 1 to 5: -0.17 -0.20 0.22 -0.29 0.60

=====

--- x ---
C6H10Cl2 as an isolated structure, computed with wB97M-V/def2-TZVPD.

Summary:
Gap between HOMO and LUMO: 10.32 eV
HOMO energy: -0.356 Eh

The geometry in ORCA input format:
```
! RIJCOSX wB97M-V def2-TZVPD def2/J DEFGRID3
* xyz 0 1
Cl 1.17758 -1.08982 -1.02347
Cl -0.26454 1.29036 -1.04094
C -0.54878 -0.44386 -0.75944
C -1.40733 -0.85462 -1.90581
C -1.00326 -0.82142 0.58194
C -0.31728 -0.50006 1.69932
C 0.96943 0.37885 1.81515
C 0.43455 1.43887 2.94405
H -0.97413 -0.48219 2.86883
H -2.12927 -1.17934 0.50203
H 1.16755 2.28700 2.96740
H -2.02329 -1.83185 -1.62511
H -0.01449 0.94327 3.88861
H 1.32657 1.11177 0.86930
H -0.30844 1.96276 2.32783
H -2.33124 -0.11342 -2.15470
H 1.73097 -0.61511 2.02587
H -0.72982 -0.67868 -2.82642
*
```

Atom charges from the Mulliken analysis, given in e for atoms 1 to 5: -0.17 -0.18 0.83 -1.25 -0.64

=====

Quick one: least stable of them? x

=====

--- w ---
An isolated ion of composition C5H12N3S and charge +1, computed with wB97M-V/def2-TZVPD.

Summary:
Gap between HOMO and LUMO: 10.01 eV
HOMO energy: -0.505 Eh
SMILES: CC[C@@]1(S)N=NC[N@H+]1C

The geometry in ORCA input format:
```
! RIJCOSX wB97M-V def2-TZVPD def2/J DEFGRID3
* xyz 1 1
S -0.01687 2.16020 -1.19155
N -1.35335 -0.01933 0.02975
N -0.86519 -1.02760 -2.02581
N 0.03847 -0.26563 -1.82658
C 2.55887 0.67808 -0.38941
C -1.56209 -0.53564 1.35183
C 0.07264 0.36688 -0.59655
C -1.89818 -0.98086 -1.10256
C 1.31796 0.11187 0.27387
H -2.63014 -0.80872 1.47495
H 0.89462 1.83512 -2.25635
H -2.19093 -1.90218 -0.65074
H -1.33274 0.09487 2.12472
H -2.79749 -0.74117 -1.69395
H 3.45719 0.22145 0.15623
H 2.52072 1.80563 -0.25904
H 1.42109 -0.92965 0.22260
H 1.10587 0.42673 1.30824
H -2.00234 0.77680 -0.03972
H -0.86409 -1.46205 1.41683
H 2.65390 0.45029 -1.45747
*
```

Atom charges from the Mulliken analysis, given in e for atoms 1 to 5: -0.19 0.00 -0.56 0.11 -1.35

=====

--- x ---
An isolated ion of composition C5H12N3S and charge +1, computed with wB97M-V/def2-TZVPD.

Summary:
Gap between HOMO and LUMO: 8.10 eV
HOMO energy: -0.485 Eh

The geometry in ORCA input format:
```
! RIJCOSX wB97M-V def2-TZVPD def2/J DEFGRID3
* xyz 1 1
S -1.50344 1.40299 1.23238
N 1.03693 -0.86394 -0.21949
N 0.19606 0.71081 -1.68975
N -0.85316 0.56219 -1.11144
C 1.41066 0.14520 -1.07341
C 2.08106 1.27458 -0.34249
C -1.51403 0.22366 -0.08475
C 0.94664 -2.21918 -0.70806
C -2.97136 0.80617 1.99004
H -3.88502 1.44300 1.54803
H 3.13196 1.05686 -0.04110
H 0.15583 -2.29331 -1.43261
H 2.15121 2.08167 -0.99941
H 1.93173 -2.38377 -1.17813
H 1.26213 -0.91644 0.77997
H 0.79375 -2.89693 0.04563
H -2.34982 -0.45631 -0.07240
H -2.98515 -0.21978 1.77505
H 2.11556 -0.15204 -1.93509
H -2.77683 0.99398 3.01085
H 1.62529 1.70059 0.50618
*
```

Atom charges from the Mulliken analysis, given in e for atoms 1 to 5: 0.08 -0.18 -0.45 0.46 0.28

=====

Quick one: least stable of them? x